(1)
{
  "formula": "C18H36ClNO4",
  "method": "wB97M-V/def2-TZVPD",
  "symbols": ["Cl", "O", "O", "O", "O", "N", "C", "C", "C", "C", "C", "C", "C", "C", "C", "C", "C", "C", "C", "C", "C", "C", "C", "C", "H", "H", "H", "H", "H", "H", "H", "H", "H", "H", "H", "H", "H", "H", "H", "H", "H", "H", "H", "H", "H", "H", "H", "H", "H", "H", "H", "H", "H", "H", "H", "H", "H", "H", "H", "H"],
  "positions_angstrom": [[1.174329, -2.145226, -4.682732], [-0.212854, 2.032306, -1.412148], [0.110791, 0.761638, -8.217305], [-1.848286, 0.445628, -1.480740], [-1.746625, -0.301137, -8.026243], [-0.743785, 0.007872, -8.628347], [1.781249, 2.479179, 3.170212], [-1.168459, -1.040921, 0.408645], [1.107111, -1.335914, 4.928158], [-0.477738, 2.727281, 1.999013], [2.763539, 0.163681, 3.669177], [2.041416, 1.054807, 2.657704], [0.209228, 0.070355, -2.731098], [1.978815, -0.076917, 4.960857], [0.309011, 2.867463, 3.299549], [-2.004759, -2.117185, 1.120553], [-0.296466, -1.115900, 4.339809], [-0.527219, -0.584041, -9.976232], [-2.013809, -1.923680, 2.633942], [-0.282543, 0.153338, -4.182243], [-2.015458, 0.140428, -0.093715], [-0.607698, 0.928889, -1.806738], [0.702272, -0.478725, -5.147273], [-0.631428, -2.153632, 3.274641], [1.640151, -2.108118, 4.379393], [0.284303, 3.924200, 3.574074], [-2.722751, -2.609915, 3.091696], [0.139366, -2.127719, 2.506943], [-0.457897, 0.237129, -10.682518], [2.952300, -0.796737, 3.187713], [-3.005201, -2.124644, 0.698595], [1.379909, 0.791903, 5.227403], [0.990323, -1.675930, 5.954874], [2.698210, -0.202427, 5.769853], [-1.540020, -3.081628, 0.918303], [-0.394240, -0.641619, 1.060865], [-1.860849, 1.033605, 0.507725], [-1.364702, -1.232030, -10.202856], [1.133721, 0.542277, 2.343771], [1.615620, 0.103918, -5.181142], [0.405145, -1.138570, -9.939384], [-0.423783, -0.110804, 3.941024], [2.268151, 2.598973, 4.136827], [0.266098, -0.550797, -6.131459], [1.252868, 0.361894, -2.677632], [-3.062492, -0.124678, 0.013586], [-1.042061, -1.232998, 5.125839], [-0.652296, -3.137446, 3.736827], [-0.407890, 1.709677, 1.626765], [2.670251, 1.117551, 1.770960], [2.238407, 3.190134, 2.485366], [-1.517779, 2.984692, 2.180157], [-0.665771, -1.500115, -0.436387], [0.134523, -0.967408, -2.422222], [-0.450167, 1.183481, -4.481943], [-0.104821, 3.399083, 1.231754], [-0.183986, 2.350711, 4.121470], [-2.342034, -0.906595, 2.855331], [-1.219887, -0.394954, -4.249929], [3.748645, 0.576318, 3.880910]],
  "forces_ev_per_a": [[-0.046, -0.064, 0.023], [-0.944, -2.516, -0.585], [0.187, 0.152, 0.022], [0.847, -0.359, -0.386], [-0.172, -0.082, 0.121], [-0.006, -0.060, -0.137], [-0.390, -0.269, -0.112], [-0.339, 0.262, -0.300], [-0.328, 0.742, 0.288], [0.145, -0.013, 0.526], [-0.294, 0.061, -0.233], [0.491, -0.077, 0.074], [-0.304, -0.051, -0.238], [0.503, -0.407, 0.109], [0.128, 0.608, -0.188], [0.786, 0.092, 0.218], [0.033, -0.716, -0.006], [-0.105, -0.090, -0.083], [0.082, 0.066, -0.059], [-0.031, -0.703, 0.302], [-0.488, -0.035, 0.561], [0.798, 2.683, 0.771], [-0.047, 0.262, 0.157], [-0.609, 0.445, -0.127], [0.019, -0.204, -0.052], [-0.041, 0.079, 0.166], [-0.234, 0.051, 0.046], [0.181, -0.180, -0.076], [0.081, 0.020, 0.014], [0.082, -0.163, 0.028], [-0.189, -0.114, -0.002], [-0.103, 0.132, 0.012], [0.054, -0.240, 0.075], [0.076, 0.039, 0.114], [-0.143, -0.212, -0.076], [0.184, -0.147, 0.109], [0.091, 0.087, -0.164], [-0.026, 0.005, 0.040], [-0.203, 0.106, -0.002], [0.169, -0.014, -0.120], [0.050, 0.065, -0.006], [0.102, 0.120, -0.121], [0.103, 0.120, 0.093], [0.025, 0.060, -0.180], [0.088, 0.259, 0.139], [-0.194, 0.061, -0.194], [-0.095, 0.221, 0.158], [0.364, -0.215, -0.042], [-0.100, -0.006, -0.124], [-0.024, -0.076, -0.192], [0.139, 0.116, -0.036], [-0.216, -0.100, -0.107], [0.085, 0.020, -0.198], [0.000, -0.118, 0.120], [-0.001, 0.155, -0.113], [0.134, 0.000, -0.147], [-0.021, -0.318, 0.011], [-0.149, 0.095, 0.074], [-0.238, 0.156, -0.069], [0.054, 0.214, 0.105]],
  "smiles": "CCCCCCCCCCCCCOC(=O)CCCCl.C[N+](=O)[O-]"
}

(2)
{
  "formula": "H33O16",
  "method": "wB97M-V/def2-TZVPD",
  "symbols": ["O", "O", "O", "O", "O", "O", "O", "O", "O", "O", "O", "O", "O", "O", "O", "O", "H", "H", "H", "H", "H", "H", "H", "H", "H", "H", "H", "H", "H", "H", "H", "H", "H", "H", "H", "H", "H", "H", "H", "H", "H", "H", "H", "H", "H", "H", "H", "H", "H"],
  "positions_angstrom": [[0.666939, -2.340967, -2.560923], [-1.256068, 1.703280, 4.953582], [-1.443934, 2.036315, 2.312813], [-4.023289, 1.557185, -2.054499], [1.816044, 3.229765, 2.398971], [-1.566512, 0.949267, -2.591190], [-3.354340, -3.900031, -1.654786], [-1.279366, 0.104491, 0.429843], [-1.815634, -4.035912, 1.733395], [3.825768, -2.727633, -3.540343], [-3.451452, -1.362240, -0.551085], [1.192159, 0.009203, 0.460071], [0.714961, 3.302231, -1.160438], [2.549966, -1.652407, 3.126206], [2.764826, 1.417983, -1.708947], [4.759896, 1.369015, 0.936042], [-4.198876, -1.870086, -0.356024], [-4.192312, 0.832202, -1.499723], [3.670581, 1.391471, -2.344945], [2.065637, 2.446011, 2.834624], [0.646213, 3.528772, -2.082143], [-4.225167, -3.678878, -1.274236], [0.047289, 0.046165, 0.516520], [1.230787, -0.923851, 0.836655], [-2.164731, -4.838333, 1.627987], [-0.413849, 2.244332, 2.371047], [5.101910, 0.775768, 0.470322], [0.137305, -1.915998, -3.356397], [-3.316636, -3.639416, -2.663169], [2.488896, -2.025193, 4.036733], [-2.583585, 0.814449, -2.881272], [1.493824, -0.143332, -0.473307], [2.913998, 2.314081, -1.332856], [2.120801, 4.080836, 2.496944], [-3.047710, -2.199373, -0.785869], [-3.428562, 2.286867, -1.723304], [-0.416501, 2.131827, 4.964592], [-1.100899, 1.067992, -3.406715], [3.067826, -2.171579, -3.947363], [-1.922546, 2.210211, 5.214642], [-1.704543, 1.634671, 3.162831], [4.472020, 2.138140, 0.597631], [-1.424644, 0.730311, 1.222771], [0.775847, -3.199877, -2.611447], [0.181958, 3.942110, -0.654843], [3.459724, -1.443186, 3.092400], [-1.295627, 0.580980, -0.490904], [-2.170598, -3.252493, 1.311774], [3.632208, -3.555140, -3.401669]],
  "forces_ev_per_a": [[-2.192, 8.865, -1.437], [3.406, -4.642, -1.886], [2.906, 0.077, -0.674], [0.567, 2.735, -1.946], [-3.365, -2.007, -2.516], [-2.982, -0.818, -0.260], [0.179, 0.683, -2.274], [1.665, 1.132, -1.075], [3.449, 5.151, 1.581], [0.484, 9.057, -2.075], [1.009, 0.371, -0.204], [-0.010, -2.499, 0.139], [-0.136, 0.073, 1.083], [-1.419, -0.701, 1.278], [4.341, 0.770, -2.497], [-3.196, 3.587, 9.405], [-3.262, 0.120, 1.154], [0.135, -1.096, 1.902], [-3.771, -0.324, 2.470], [1.526, -0.325, 1.229], [-0.212, 0.248, -0.463], [0.291, -0.420, -1.030], [-1.000, 0.436, -0.742], [0.694, 1.141, -0.016], [-2.794, -4.272, -1.297], [-3.204, -0.427, 0.085], [4.338, -7.118, -6.850], [1.694, -2.035, 2.536], [-0.637, -0.702, 3.166], [-0.355, 0.264, -1.012], [2.932, 0.681, 1.198], [-0.104, 0.720, 0.371], [-0.761, -0.704, -0.051], [1.773, 2.142, 1.302], [2.128, -0.080, -0.940], [-1.126, -1.806, 0.141], [0.508, 0.839, 0.329], [0.587, 0.137, -0.658], [1.805, -2.151, 1.248], [-4.018, 3.782, 2.028], [0.587, 0.335, 0.127], [-1.155, 3.482, -2.432], [-0.346, 0.245, -1.180], [0.453, -6.705, -0.999], [0.339, -0.305, -0.513], [1.686, 0.537, -0.434], [-0.559, -0.771, 2.105], [-0.633, -0.793, -0.300], [-2.247, -6.909, 0.881]],
  "total_charge": 1
}

(3)
{
  "formula": "C3H2Br2O",
  "method": "wB97M-V/def2-TZVPD",
  "symbols": ["Br", "Br", "O", "C", "C", "C", "H", "H"],
  "positions_angstrom": [[-0.834402, 2.285369, 0.044839], [2.014814, 0.161490, -1.027778], [1.099041, -1.692659, 1.940100], [-0.822441, 0.318834, -0.509023], [0.376757, -0.337291, 0.084475], [0.668273, -1.129977, 1.045558], [-0.700045, 0.314287, -1.521790], [-1.801995, 0.079945, -0.056379]],
  "forces_ev_per_a": [[0.126, -0.506, -0.386], [-1.225, -0.671, 1.204], [0.228, -1.381, 1.291], [-0.068, 0.728, 4.234], [0.201, 1.911, -3.501], [0.459, 0.460, 0.503], [-0.427, 0.056, -2.615], [0.705, -0.597, -0.729]],
  "smiles": "O=C=C(Br)CBr"
}

The following highest occupied orbital energy values (in eV) correspond, in order, to the records above: -10.14; -13.52; -9.43.